Here is a molecular structure, C22H50F6Na3O16S2 in a non-equilibrium geometry from the Open Molecules 2025 dataset. Energies are from the ωB97M-V functional and the def2-TZVPD basis.

```
! RIJCOSX wB97M-V def2-TZVPD def2/J DEFGRID3
* xyz 1 1
Na 3.0917 16.4412 18.6062
Na -1.6647 13.7458 20.9138
Na -1.7881 15.4447 15.5900
C 1.2501 16.9215 23.1257
F 2.2447 16.2454 23.6605
F 0.2213 16.8336 23.9546
F 1.5416 18.1874 22.9514
S 0.7700 16.1851 21.4377
O 1.9520 16.3441 20.5936
O 0.3985 14.8074 21.7292
O -0.3581 16.9880 21.0149
C 1.1855 11.9076 17.5452
F 2.1717 11.9604 16.6722
F 0.1417 11.2768 17.0530
F 1.6362 11.2896 18.6066
S 0.6955 13.6677 17.9753
O -0.0871 13.5164 19.1870
O 1.9552 14.3510 18.1102
O -0.0250 14.1352 16.7786
C -2.2851 17.6366 13.1672
O -2.6174 16.2816 13.4598
C -2.5221 15.4249 12.3168
C -2.6770 13.9742 12.7208
O -1.7322 13.6534 13.7315
C -1.6641 12.2803 14.0762
H -1.3339 17.7136 12.6290
H -2.1516 18.0877 14.1496
H -3.0071 18.1700 12.5477
H -1.5635 15.5751 11.8180
H -3.3373 15.6169 11.6140
H -2.3214 13.4302 11.8373
H -3.7036 13.7045 12.9768
H -1.2814 11.5859 13.3276
H -2.6757 12.0238 14.4215
H -1.0535 12.1527 14.9707
C 5.9969 8.6417 9.8822
O 5.6547 9.6279 10.8305
C 6.0756 9.2850 12.1471
C 6.2927 10.4969 13.0388
O 5.0887 11.0319 13.5160
C 5.3269 12.0010 14.5211
H 5.4043 7.7341 9.9859
H 7.0736 8.4353 9.8805
H 5.8630 9.0986 8.9011
H 7.0206 8.7471 12.0421
H 5.2876 8.6772 12.6026
H 6.8648 11.2952 12.5497
H 6.9203 10.0802 13.8425
H 5.9070 11.4876 15.2981
H 4.3893 12.3761 14.9233
H 5.8961 12.8404 14.1059
C 4.5742 10.9596 19.6665
O 5.7975 10.9873 20.3491
C 5.6708 10.8369 21.7452
C 7.0322 10.9316 22.4284
O 7.6180 12.2320 22.4112
C 7.9571 12.8078 21.1684
H 3.9238 11.7619 20.0409
H 4.0080 10.0329 19.8362
H 4.7602 11.0522 18.5993
H 5.3198 9.8178 21.9425
H 5.0433 11.6328 22.1581
H 7.7696 10.2770 21.9510
H 6.9775 10.6492 23.4758
H 8.0204 13.8843 21.3554
H 7.2268 12.5531 20.4051
H 8.9905 12.5655 20.8854
C -2.3604 12.8049 25.2177
O -0.9991 12.4508 25.2247
C -0.2825 13.3182 24.3425
C 1.1510 12.7942 24.3173
O 1.2208 11.5505 23.6350
C 1.4971 11.6791 22.2670
H -2.8692 12.1485 25.9287
H -2.8880 12.7403 24.2597
H -2.4788 13.7974 25.6743
H -0.4310 14.3495 24.6604
H -0.6626 13.1797 23.3245
H 1.5099 12.5583 25.3172
H 1.8732 13.4598 23.8377
H 1.4631 10.7728 21.6615
H 2.5062 12.0991 22.1753
H 0.8340 12.3517 21.7040
C 4.6568 15.5475 15.3678
O 5.0151 15.5881 16.7364
C 5.2732 14.2830 17.2265
C 5.5863 14.2863 18.7062
O 4.4659 14.5518 19.5111
C 4.7984 14.7237 20.8792
H 4.7993 16.5423 14.9475
H 3.6290 15.1803 15.2617
H 5.2760 14.8794 14.7620
H 6.1590 13.8278 16.7690
H 4.4472 13.5764 17.0696
H 6.2816 15.1209 18.8783
H 6.1601 13.3622 18.8436
H 5.1394 13.7527 21.2566
H 3.9516 15.0530 21.4729
H 5.6181 15.4387 21.0160
*
```

Summary:
relative energy (zero: lowest compared OMol25 entry of this formula, charge and spin): 0.0 kcal per mole
LUMO level: -0.11873 Eh
electronic energy: -107603.30898 eV



Here is a molecular structure, C51H47CsN10O4S3 in a non-equilibrium geometry from the Open Molecules 2025 dataset. Energies are from the ωB97M-V functional and the def2-TZVPD basis.

```
! RIJCOSX wB97M-V def2-TZVPD def2/J DEFGRID3
* xyz -2 1
Cs 1.2832 -0.7377 -0.2557
N 1.1932 4.1396 3.0082
C 1.1026 2.8742 2.5328
S 1.0915 2.8056 0.7018
N 1.0001 1.8778 3.3921
N 1.1349 0.6831 2.7518
C 1.0446 -0.3137 3.6042
C 0.9180 -1.7027 3.1626
C 0.1527 -2.5266 4.0356
C -0.0954 -3.7833 3.5954
C 0.3912 -4.3383 2.3818
C 1.1098 -3.4272 1.6095
N 1.3853 -2.1781 2.0233
H 0.8147 4.8433 2.3310
H 0.8566 4.2754 3.9222
H 0.8741 -0.1109 4.6561
H -0.2094 -2.2218 5.0414
H -0.6992 -4.4182 4.1975
H 0.1337 -5.3659 2.1082
H 1.6008 -3.7620 0.6823
C -2.9380 -0.0194 -3.8146
C -1.6144 -0.2346 -3.4624
C -0.8544 0.7485 -2.8547
C -1.4040 1.9993 -2.4857
C -2.8015 2.1434 -2.7462
C -3.4971 1.2077 -3.4426
N -0.6636 2.8623 -1.8180
N -1.2024 4.0803 -1.5236
C -0.4837 4.7812 -0.6875
C -0.8314 6.1557 -0.3426
C 0.1908 7.0562 -0.0827
C 1.5818 6.6561 -0.0249
C 1.7543 5.3148 0.2150
C 0.7213 4.3702 0.1117
H -3.5382 -0.8139 -4.2031
H -1.0206 -1.1546 -3.6230
H 0.2049 0.4826 -2.6098
H -3.2388 3.1007 -2.5122
H -4.5260 1.4010 -3.7160
H -1.8573 6.4752 -0.3764
H -0.0745 8.0991 0.0869
H 2.3581 7.3623 0.2964
H 2.7125 4.8889 0.3722
C 5.5748 3.4826 -2.1035
C 5.3519 2.0204 -2.4374
C 4.3902 1.7262 -3.3900
C 3.9165 0.4194 -3.6608
C 4.5685 -0.6058 -2.9535
C 5.4882 -0.3554 -1.9629
C 5.8631 0.9640 -1.6743
S 3.8975 -2.2509 -3.1552
O 4.9474 -3.1239 -3.6603
O 2.6935 -2.0592 -4.0058
N 3.4266 -2.6557 -1.7583
C 4.3136 -3.0143 -0.7695
C 5.2246 -4.0762 -0.7273
C 6.0421 -4.3070 0.3830
C 5.8783 -3.5060 1.5168
C 4.8734 -2.5545 1.4546
N 4.1684 -2.2501 0.3533
H 6.4498 3.6581 -1.6290
H 4.7773 3.9553 -1.4685
H 5.5364 4.0783 -3.0002
H 3.8861 2.5547 -3.9097
H 3.1493 0.2660 -4.3979
H 5.9294 -1.2221 -1.4441
H 6.5858 1.1304 -0.8560
H 5.4008 -4.6370 -1.6551
H 6.7563 -5.1035 0.3207
H 6.4577 -3.5798 2.4409
H 4.7153 -1.9162 2.3210
O -1.6605 -1.4720 0.7926
S -3.1951 -1.6110 0.5535
C -3.7490 -1.7993 2.2633
C -3.3948 -0.8911 3.4196
C -4.1525 -0.9712 4.6052
C -3.8801 -0.1357 5.6571
C -2.8622 0.8356 5.5831
C -2.0921 0.8894 4.4292
C -2.3488 -0.0095 3.3733
C -3.8715 0.0349 -0.1184
C -3.8610 1.1971 0.8187
C -4.8021 1.2475 1.8334
C -4.8468 2.3277 2.7083
C -3.9054 3.3493 2.5920
C -2.9534 3.3135 1.5805
C -2.9302 2.2389 0.7025
H -3.3465 -2.7638 2.4789
H -4.8713 -1.8782 2.2423
H -5.0257 -1.6141 4.6821
H -4.4531 -0.2692 6.5581
H -2.6919 1.5597 6.3747
H -1.3223 1.6318 4.2233
H -1.7787 0.0512 2.4538
H -4.8438 -0.2992 -0.4659
H -3.2059 0.2198 -0.9903
H -5.5679 0.4718 1.8909
H -5.5209 2.4259 3.5383
H -3.9946 4.1464 3.3329
H -2.2264 4.0843 1.3514
H -2.1817 2.2785 -0.1158
N -3.6731 -3.5320 -5.3921
C -3.2517 -4.4763 -4.5109
O -3.9320 -5.5011 -4.3602
C -2.1083 -4.1658 -3.6060
C -2.2953 -3.8555 -2.3143
C -1.2126 -3.6239 -1.4682
N 0.0571 -3.7179 -1.8417
C 0.2651 -3.9856 -3.0998
C -0.7960 -4.2907 -4.0415
H -4.5992 -3.7048 -5.7817
H -3.1556 -2.6765 -5.4534
H -3.3701 -3.6981 -1.9515
H -1.4033 -3.3345 -0.4495
H 1.2490 -4.0177 -3.4457
H -0.5612 -4.6225 -5.0414
*
```

Summary:
relative energy (zero: lowest compared OMol25 entry of this formula, charge and spin): 33.6 kcal per mole
LUMO level: 0.11907 Eh
electronic energy: -109791.94491 eV



Here is 2 unconnected molecules or ions with the total composition C5H7BF2O6S in a non-equilibrium geometry from the Open Molecules 2025 dataset. Energies are from the ωB97M-V functional and the def2-TZVPD basis.

```
! RIJCOSX wB97M-V def2-TZVPD def2/J DEFGRID3
* xyz 0 1
C 0.0779 1.2864 0.9040
C -0.8175 1.7560 -0.4041
O -0.6229 1.1409 -1.6033
O -1.8025 2.8486 -0.3940
C -3.0328 2.4898 0.3280
S -3.4881 0.6730 0.2741
H -0.1857 2.0427 1.7700
H 1.2406 1.3181 0.6784
H -0.2590 0.2014 1.2088
H -3.9191 3.0703 -0.2216
H -2.9763 2.9466 1.4270
H -4.7421 0.4417 0.9187
H -2.4932 -0.1591 0.8112
B 2.1585 -1.4833 -1.4596
O 1.5383 -1.7770 -0.1631
C 2.3193 -2.6732 0.4553
O 2.0892 -3.1335 1.5619
C 3.4451 -2.9948 -0.3786
O 4.3416 -3.7770 -0.1067
O 3.3743 -2.3015 -1.5231
F 2.5000 -0.0717 -1.5429
F 1.2546 -1.8444 -2.5405
*
```

Summary:
LUMO level: -0.10153 Eh
electronic energy: -34528.56955 eV



Here is 2 unconnected molecules or ions with the total composition C3H7NOS2 in a non-equilibrium geometry from the Open Molecules 2025 dataset. Energies are from the ωB97M-V functional and the def2-TZVPD basis.

```
! RIJCOSX wB97M-V def2-TZVPD def2/J DEFGRID3
* xyz 0 1
S -2.9423 -0.7510 -1.7106
S -2.2671 0.4144 1.4534
C -1.0132 0.0189 0.1906
C 0.3149 0.7310 0.5033
N 1.2992 0.2620 -0.4650
C 2.4676 -0.2977 -0.0498
O 3.1306 -1.1332 -0.6125
H -3.1817 -0.9918 -0.4344
H -1.0619 -1.0471 0.3361
H -1.4432 0.3986 -0.7983
H 0.6794 0.4102 1.4788
H 0.2303 1.8140 0.5760
H 1.0134 0.1170 -1.4193
H 2.7740 0.0547 0.9516
*
```

Summary:
relative energy (zero: lowest compared OMol25 entry of this formula, charge and spin): 124.6 kcal per mole
LUMO level: -0.15484 Eh
electronic energy: -28427.83794 eV



Here is a molecular structure, C40H38Cl2HgN7O5Si from the Open Molecules 2025 dataset. Energies are from the ωB97M-V functional and the def2-TZVPD basis.

```
! RIJCOSX wB97M-V def2-TZVPD def2/J DEFGRID3
* xyz -2 2
Hg -1.1376 -0.5377 -1.1770
C -3.0005 1.6510 1.3163
N -3.0432 0.3538 0.6787
C -4.1818 -0.0931 0.3145
C -4.4041 -1.3663 -0.3135
C -5.5769 -1.7731 -0.9607
C -5.3076 -3.0464 -1.4801
C -3.9926 -3.3374 -1.1004
N -3.4399 -2.3325 -0.3964
C -2.3153 1.6236 2.6649
C -1.9604 0.4348 3.2873
C -1.2763 0.4446 4.4983
C -0.9557 1.6460 5.1096
C -1.3179 2.8432 4.4977
C -1.9858 2.8293 3.2843
H -4.0130 2.0702 1.4355
H -2.4289 2.3325 0.6820
H -5.0829 0.5226 0.4586
H -6.4888 -1.1986 -1.0498
H -5.9717 -3.6803 -2.0497
H -3.4304 -4.2405 -1.3020
H -2.1806 -0.5041 2.7981
H -0.9727 -0.4944 4.9452
H -0.4139 1.6533 6.0481
H -1.0606 3.7899 4.9603
H -2.2234 3.7630 2.7839
O 0.5340 -5.4658 4.8058
C -0.5292 -5.4117 4.0335
O -1.3687 -6.2952 4.0296
C -0.6449 -4.2532 3.1080
C -1.6983 -4.1244 2.2242
N -1.5102 -2.9960 1.5347
N -0.3918 -2.3591 1.9029
C 0.1618 -3.1067 2.8542
C 1.4671 -2.6846 3.5018
O 1.9390 -3.4813 4.3614
O 1.9845 -1.6027 3.1729
H 1.1341 -4.6254 4.6538
H -2.5491 -4.7635 2.0614
H -2.1451 -2.6202 0.7954
Cl -3.7901 0.9691 -3.1147
C -2.4997 2.0912 -3.5842
Cl -1.8189 2.9455 -2.1947
H -2.9160 2.8205 -4.2689
H -1.7081 1.5149 -4.0492
C 4.2437 3.4830 -0.7089
C 3.0072 3.8613 -1.2193
C 2.1178 2.8989 -1.6725
C 2.4447 1.5364 -1.6585
C 3.6892 1.1785 -1.1279
C 4.5768 2.1368 -0.6559
Si 1.2075 0.2331 -2.2249
C 0.7631 0.5469 -4.0305
C 0.0001 -0.4205 -4.7036
C -0.4757 -0.2064 -5.9892
C -0.2080 0.9913 -6.6414
C 0.5499 1.9618 -5.9971
C 1.0300 1.7391 -4.7131
C 2.1062 -1.4307 -2.1533
C 2.1106 -2.1545 -0.9558
C 2.7837 -3.3638 -0.8455
C 3.4587 -3.8834 -1.9417
C 3.4594 -3.1868 -3.1432
C 2.7915 -1.9727 -3.2431
H 4.9344 4.2323 -0.3384
H 2.7133 4.9046 -1.2308
H 1.1346 3.2122 -2.0059
H 3.9664 0.1316 -1.0764
H 5.5302 1.8281 -0.2421
H -0.2379 -1.3527 -4.2009
H -1.0699 -0.9705 -6.4766
H -0.5878 1.1668 -7.6410
H 0.7683 2.8988 -6.4970
H 1.6189 2.5099 -4.2293
H 1.5779 -1.7741 -0.0895
H 2.7687 -3.8990 0.0962
H 3.9771 -4.8318 -1.8616
H 3.9809 -3.5898 -4.0044
H 2.7997 -1.4385 -4.1878
C 2.4982 1.7314 3.3594
N 1.8284 2.2938 2.2098
C 1.5383 3.6984 2.0606
C 0.4539 3.6700 0.9738
O -0.0187 4.6814 0.4716
N 0.1318 2.3829 0.6944
C 0.9027 1.6180 1.4761
N 0.8121 0.3032 1.5337
H 3.3126 2.3967 3.6467
H 2.9182 0.7559 3.1185
H 1.8192 1.6038 4.2096
H 2.4037 4.2765 1.7321
H 1.1290 4.1358 2.9782
H -0.0013 -0.1390 1.1296
H 1.2529 -0.2893 2.2551
*
```

Summary:
relative energy (zero: lowest compared OMol25 entry of this formula, charge and spin): 1.0 kcal per mole
expectation value of S²: 0.76
LUMO level (spin up / spin down): 0.14855 / 0.14839 Eh
electronic energy: -99867.55757 eV



Here is a molecular structure, C42H53BaClN3O2P2 from the Open Molecules 2025 dataset. Energies are from the ωB97M-V functional and the def2-TZVPD basis.

```
! RIJCOSX wB97M-V def2-TZVPD def2/J DEFGRID3
* xyz -1 1
Ba 0.5444 0.5500 -0.7992
C 6.6295 -0.6101 -0.6235
C 5.3522 0.2314 -0.5772
C 5.5422 1.4839 0.2836
P 3.6823 -0.4969 -0.1964
C 3.5414 -2.0868 -1.1669
C 3.7589 -1.8288 -2.6593
C 4.3484 -3.2825 -0.6634
C 3.6430 -1.1059 1.5170
C 4.7902 -1.3026 2.2737
C 4.7697 -1.8267 3.5637
C 6.0400 -1.9935 4.3585
C 3.5303 -2.1938 4.0699
C 2.3641 -2.0111 3.3472
C 2.3588 -1.4366 2.0545
N 1.2439 -1.2863 1.2875
C -0.0240 -1.3391 1.8149
C -0.3924 -0.7160 3.0270
C -1.6944 -0.6933 3.4800
C -2.7204 -1.2949 2.7563
C -4.1477 -1.2802 3.2421
C -2.3803 -1.9068 1.5600
C -1.0724 -1.9418 1.0643
P -0.6490 -2.6814 -0.5447
C -2.2227 -2.9358 -1.5159
C -2.9645 -1.6052 -1.6799
C -3.1636 -4.0973 -1.1867
C -0.1316 -4.4215 -0.1349
C 0.9927 -4.4369 0.8987
C 0.2942 -5.1290 -1.4202
H 7.4041 -0.0463 -1.1519
H 6.4900 -1.5493 -1.1529
H 7.0180 -0.8364 0.3697
H 5.1610 0.5775 -1.5997
H 5.6736 1.2269 1.3363
H 4.6778 2.1444 0.2021
H 6.4273 2.0356 -0.0440
H 2.4788 -2.3250 -1.0245
H 4.8099 -1.6282 -2.8802
H 3.1739 -0.9751 -3.0089
H 3.4633 -2.7080 -3.2380
H 5.4180 -3.1488 -0.8302
H 4.0446 -4.1893 -1.1962
H 4.1981 -3.4457 0.4045
H 5.7515 -1.0496 1.8461
H 6.8161 -2.4910 3.7717
H 5.8629 -2.5930 5.2527
H 6.4457 -1.0313 4.6837
H 3.4670 -2.6431 5.0569
H 1.4276 -2.3355 3.7818
H 0.3798 -0.2134 3.5964
H -1.9215 -0.1834 4.4108
H -4.2464 -0.6615 4.1350
H -4.4970 -2.2845 3.4953
H -4.8237 -0.8830 2.4815
H -3.1708 -2.3694 0.9892
H -1.7926 -3.1610 -2.4994
H -3.4056 -1.2482 -0.7480
H -3.7717 -1.7108 -2.4080
H -2.3004 -0.8178 -2.0438
H -3.6804 -3.9795 -0.2363
H -2.6321 -5.0493 -1.1587
H -3.9294 -4.1714 -1.9640
H -0.9941 -4.9431 0.2921
H 1.8721 -3.9037 0.5322
H 1.2803 -5.4687 1.1193
H 0.6842 -3.9588 1.8282
H 1.1457 -4.6141 -1.8726
H -0.5103 -5.1595 -2.1578
H 0.5943 -6.1583 -1.2065
Cl 2.8288 1.6720 -3.7534
C 1.1155 0.8808 -3.6483
H 1.2098 0.1107 -4.4240
H 0.5150 1.6668 -4.1249
O 0.0476 2.9142 0.3380
C -1.0552 3.0490 -0.2129
N -1.8120 4.1882 -0.1197
C -3.0445 4.0629 -0.8620
C -2.8471 2.6021 -1.4144
O -3.6883 2.0535 -2.1003
N -1.6780 2.1039 -0.9746
C -4.2440 4.0962 0.0830
C -4.4732 3.0090 0.9254
C -5.5097 3.0315 1.8426
C -6.3373 4.1436 1.9361
C -6.1127 5.2315 1.1086
C -5.0715 5.2077 0.1879
C -3.1607 5.0211 -2.0324
C -4.2720 4.9308 -2.8717
C -4.3978 5.7735 -3.9631
C -3.4173 6.7201 -4.2356
C -2.3066 6.8058 -3.4133
C -2.1773 5.9581 -2.3194
H -1.5224 4.9693 0.4402
H -3.8342 2.1355 0.8556
H -5.6765 2.1752 2.4844
H -7.1515 4.1585 2.6498
H -6.7487 6.1058 1.1737
H -4.9091 6.0618 -0.4566
H -5.0225 4.1784 -2.6696
H -5.2620 5.6871 -4.6101
H -3.5169 7.3774 -5.0903
H -1.5274 7.5277 -3.6239
H -1.2928 6.0167 -1.6993
*
```

Summary:
relative energy (zero: lowest compared OMol25 entry of this formula, charge and spin): 1.3 kcal per mole
LUMO level: 0.08837 Eh
electronic energy: -84778.96310 eV